Record 1
# C5H11N

One molecule with the formula C5H11N in a non-equilibrium geometry (the ωB97M-V functional and the def2-TZVPD basis, the OMol25 dataset).

The calculation puts the lowest unoccupied orbital energy at 1.22 eV. The SMILES is CN(C)C1CC1. As for the HOMO energy: -8.78 eV.

Geometry (Å):
1 C -1.573 -1.126 0.037
2 C -1.262 1.291 -0.015
3 C 0.485 -0.039 0.421
4 C 1.674 0.697 -0.064
5 C 1.703 -0.831 -0.172
6 H -1.038 -2.063 -0.295
7 H -1.816 -1.297 1.069
8 H -2.527 -1.155 -0.569
9 H -2.112 1.317 -0.588
10 H -0.501 2.027 -0.420
11 H -1.602 1.575 0.968
12 H 0.498 -0.109 1.502
13 H 2.467 1.019 0.640
14 H 1.653 1.293 -0.971
15 H 1.467 -1.334 -1.120
16 H 2.419 -1.230 0.503
17 N -0.725 0.002 -0.280

Atomic partial charges in e from the Mulliken method, atoms 1 to 5:
1. C -0.9405
2. C -1.0306
3. C -0.1166
4. C -0.6461
5. C -0.6625

Record 2
# C3H5ClS

One molecule with the formula C3H5ClS in a non-equilibrium geometry (the ωB97M-V functional and the def2-TZVPD basis, the OMol25 dataset).

The calculation puts the lowest unoccupied orbital energy (spin up / spin down) at -0.06 / -0.10 eV. As for the HOMO energy (spin up / spin down): -7.75 / -7.84 eV.

Geometry (Å):
1 C -0.090 -0.185 -0.325
2 C -1.735 0.215 -2.557
3 C 0.875 0.274 0.680
4 S -0.173 0.215 -2.009
5 Cl -2.135 -0.125 -4.278
6 H -0.990 -0.358 0.291
7 H -2.557 -0.022 -1.893
8 H 0.795 1.289 1.140
9 H 1.932 0.303 0.278
10 H 0.680 -0.442 1.538

Atomic partial charges in e from the Mulliken method, atoms 1 to 5:
1. C -0.1830
2. C -0.2041
3. C -0.8108
4. S 0.0126
5. Cl -0.1774

Record 3
# C5H8O3

One molecule with the formula C5H8O3 in a non-equilibrium geometry (the ωB97M-V functional and the def2-TZVPD basis, the OMol25 dataset).

The calculation puts the lowest unoccupied orbital energy at 0.91 eV. The SMILES is COC1[C@H]2OCO[C@H]12. As for the HOMO energy: -9.42 eV.

Geometry (Å):
1 C 2.561 0.529 -1.542
2 C 1.082 0.058 0.189
3 C -0.287 -0.326 -0.353
4 C -2.289 -0.427 0.415
5 C -0.194 0.053 1.008
6 H 3.538 0.011 -1.253
7 H 2.012 -0.326 -2.066
8 H 2.735 1.344 -2.255
9 H 1.765 -0.766 0.588
10 H -0.542 0.605 -0.861
11 H -2.651 0.261 -0.426
12 H -3.203 -1.067 0.869
13 H -0.058 -0.870 1.644
14 O 1.763 1.023 -0.459
15 O -1.319 -1.365 -0.154
16 O -1.548 0.528 1.296

Atomic partial charges in e from the Mulliken method, atoms 1 to 5:
1. C -0.6590
2. C -0.1967
3. C 0.0790
4. C -0.2199
5. C 0.1054

Record 4
# C12H16N5O6Pd

C12H16N5O6Pd as an isolated structure in a non-equilibrium geometry (the ωB97M-V functional and the def2-TZVPD basis, the OMol25 dataset).

The expectation value of S² is 2.01. As for the charge: -1. The calculation puts the lowest unoccupied orbital energy (spin up / spin down) at 2.16 / 2.10 eV. The spin multiplicity is 3. As for the HOMO energy (spin up / spin down): -4.22 / -4.21 eV.

Geometry (Å):
1 Pd 0.354 -0.141 -0.152
2 C 3.733 -0.969 -1.844
3 C 3.091 -1.186 -0.509
4 C 3.995 -1.440 0.689
5 O 2.411 0.074 -0.226
6 C 2.084 -2.348 -0.619
7 O 2.524 -3.454 -0.906
8 O 0.795 -2.116 -0.367
9 H 4.524 -0.178 -1.783
10 H 2.974 -0.733 -2.611
11 H 4.182 -1.923 -2.120
12 H 4.801 -0.698 0.732
13 H 4.417 -2.440 0.550
14 H 3.410 -1.445 1.618
15 H 2.647 0.788 -0.854
16 C -0.368 3.812 1.292
17 C -0.469 2.500 0.677
18 N 0.460 1.551 0.775
19 O 1.494 1.794 1.662
20 C -1.448 2.041 -0.337
21 C -2.715 2.817 -0.706
22 N -1.154 0.868 -0.924
23 O -1.932 0.383 -1.772
24 H 0.636 3.912 1.727
25 H -1.141 3.975 2.056
26 H -0.483 4.631 0.546
27 H 2.085 1.059 1.429
28 H -2.502 3.906 -0.642
29 H -3.474 2.632 0.052
30 H -3.084 2.510 -1.695
31 N -1.898 -2.851 -0.111
32 C -2.353 -1.746 0.467
33 O -1.592 -0.764 0.805
34 C -3.768 -1.738 0.778
35 C -4.359 -0.624 1.360
36 N -4.839 0.331 1.819
37 C -4.550 -2.757 0.271
38 N -5.123 -3.626 -0.247
39 H -0.879 -2.858 -0.330
40 H -2.488 -3.547 -0.547

Atomic partial charges in e from the Mulliken method, atoms 1 to 5:
1. Pd 0.7905
2. C -1.8545
3. C 1.7948
4. C -1.7793
5. O -0.5202

Record 5
# C10H18N3O

A 2-piece molecular cluster, C10H18N3O overall in a non-equilibrium geometry (the ωB97M-V functional and the def2-TZVPD basis, the OMol25 dataset).

The expectation value of S² is 0.75. The calculation puts the lowest unoccupied orbital energy (spin up / spin down) at 0.61 / 0.55 eV. The spin multiplicity is 2. As for the HOMO energy (spin up / spin down): -2.42 / -8.67 eV.

Geometry (Å):
1 C 1.026 -1.804 2.369
2 C 2.538 1.253 -0.213
3 C 2.246 1.517 1.106
4 C 2.319 -0.015 -0.744
5 C 1.742 0.561 1.941
6 C 1.789 -1.005 0.076
7 C 1.363 -0.709 1.372
8 O 3.080 2.140 -1.093
9 H 2.456 2.513 1.497
10 H 3.535 2.863 -0.674
11 H 2.655 -0.107 -1.771
12 H 1.356 0.828 2.918
13 H 1.548 -2.010 -0.248
14 H 1.821 -2.550 2.295
15 H 0.057 -2.246 2.135
16 H 1.036 -1.407 3.379
17 C -0.984 0.470 -1.252
18 C -1.439 0.438 -2.696
19 C -2.945 -0.547 -0.030
20 N -1.642 -0.612 -0.471
21 N -3.822 0.429 -0.334
22 N -3.380 -1.681 0.690
23 H 0.073 0.200 -1.178
24 H -1.274 1.389 -0.735
25 H -2.296 1.081 -2.928
26 H -1.516 -0.552 -3.123
27 H -0.975 -1.145 0.041
28 H -3.421 1.151 -0.911
29 H -4.805 0.271 -0.641
30 H -2.731 -2.459 0.652
31 H -4.343 -1.940 0.475
32 H -0.717 1.072 -3.259

Atomic partial charges in e from the Mulliken method, atoms 1 to 5:
1. C -1.6193
2. C 0.6306
3. C -0.6612
4. C -0.5760
5. C -0.9510

Record 6
# C6H6O

One molecule with the formula C6H6O in a non-equilibrium geometry (the ωB97M-V functional and the def2-TZVPD basis, the OMol25 dataset).

The calculation puts the lowest unoccupied orbital energy at 0.35 eV. The SMILES is C#CC(=C)OC=C. As for the HOMO energy: -8.38 eV.

Geometry (Å):
1 C -2.620 0.122 0.047
2 C -1.366 0.209 -0.146
3 C 0.913 -0.516 -0.050
4 C 1.685 -1.696 0.025
5 C 1.287 0.750 -0.075
6 C 1.685 1.882 0.065
7 H -3.359 0.851 -0.294
8 H -2.924 -0.681 0.758
9 H -0.742 1.126 -0.586
10 H 2.779 -1.722 -0.156
11 H 1.243 -2.641 0.014
12 H 1.862 3.078 0.379
13 O -0.442 -0.762 0.018

Atomic partial charges in e from the Mulliken method, atoms 1 to 5:
1. C -0.7520
2. C 0.2339
3. C 0.7481
4. C -1.0902
5. C -0.5141

Respective ΔE to the lowest compared entry with this formula, charge and spin values: 47.0; 58.7; 162.9; 8.2; 34.8; 120.1 kcal per mole.